Entry 1:
Entry from the OMol25 dataset: one molecule with the formula C4H10N2OS at a distorted geometry (ωB97M-V/def2-TZVPD).

Positions of all 18 atoms, in Å:
C1 -0.2693 2.3461 0.0032
N1 -0.3725 1.3819 -1.0786
C2 -0.6148 0.0584 -0.9742
O1 -0.6991 -0.6512 -1.9607
C3 -0.7368 -0.6210 0.3791
N2 -1.7504 -1.6677 0.3091
C4 0.6116 -1.2399 0.7838
S1 1.8997 -0.0365 1.2465
H1 -0.5627 1.8799 0.9189
H2 -0.9804 3.1691 -0.1229
H3 0.7529 2.6862 0.1270
H4 -0.1371 1.7317 -1.9876
H5 -1.0493 0.0068 1.2051
H6 -2.6552 -1.3569 0.6199
H7 -1.6927 -2.1826 -0.5586
H8 0.3857 -1.9879 1.5196
H9 1.0044 -1.8025 -0.0695
H10 2.6079 -0.2075 0.1260

Its energy relative to the best compared isomer or geometry (same formula, charge and spin) is 16.0 kcal/mol. The total energy is -741.35244 hartree. The value obtained for the HOMO-LUMO gap is 9.86 eV. The HOMO energy is -9.122 eV. The structure (SMILES) is CNC(=O)[C@@H](N)CS. For the lowest unoccupied orbital energy, the calculation gives 0.74 eV. The charge is 0.

***

Entry 2:
Entry from the OMol25 dataset: a 2-piece molecular cluster, C4H10N2OS overall at a distorted geometry (ωB97M-V/def2-TZVPD).

Positions of all 18 atoms, in Å:
N1 -4.6362 -0.1339 1.1589
C1 0.6376 -0.0811 -0.8771
C2 -0.7027 0.2560 -1.4192
S1 -2.0553 -0.7752 -0.7452
C3 1.2700 0.8652 -0.0647
N2 2.6509 0.6556 0.3222
C4 3.2109 -0.6795 0.2445
O1 0.8049 1.9269 0.3537
H1 -4.1582 -0.9959 1.3934
H2 -4.0147 0.3495 0.5221
H3 -4.8085 0.3828 2.0152
H4 0.8293 -1.1526 -0.7635
H5 -0.7710 -0.1165 -2.4566
H6 -0.9290 1.3145 -1.3074
H7 2.8510 1.2379 1.1273
H8 2.6382 -1.4526 0.8348
H9 2.8980 -0.9664 -0.7697
H10 4.2848 -0.6347 0.4312

Its energy relative to the best compared isomer or geometry (same formula, charge and spin) is 111.5 kcal/mol. The total energy is -741.20027 hartree. The value obtained for the HOMO-LUMO gap is 5.36 eV. The HOMO energy is -8.701 eV. For the lowest unoccupied orbital energy, the calculation gives -3.34 eV. The charge is 0.

***

Entry 3:
Entry from the OMol25 dataset: one molecule with the formula C4H10N2OS at a distorted geometry (ωB97M-V/def2-TZVPD).

Positions of all 18 atoms, in Å:
C1 0.4757 1.6029 1.1307
C2 -0.8367 -0.6844 -0.6329
C3 0.5525 -1.5258 -0.6635
C4 -1.2353 -0.1460 0.7943
N1 1.4911 -1.2611 -1.6356
N2 -0.1314 0.4204 1.7119
O1 0.9223 0.8821 -2.8419
S1 1.8944 -0.1340 -2.5471
H1 1.6034 1.5680 1.2763
H2 0.1447 2.5624 1.4688
H3 -0.7715 0.2290 -1.2753
H4 -1.5663 -1.3733 -1.0046
H5 1.2109 -1.2679 0.2492
H6 0.4202 -2.6174 -0.5836
H7 -2.0049 0.6460 0.5540
H8 -1.6193 -1.0078 1.3380
H9 -0.7846 0.6033 2.5445
H10 0.2347 1.5036 0.1166

Its energy relative to the best compared isomer or geometry (same formula, charge and spin) is 0.0 kcal/mol. The total energy is -741.14426 hartree. The value obtained for the HOMO-LUMO gap (spin up / spin down) is 7.71 / 6.46 eV. The HOMO energy (spin up / spin down) is -6.820 / -9.340 eV. For the lowest unoccupied orbital energy (spin up / spin down), the calculation gives 0.89 / -2.88 eV. The charge is 0. As for the spin multiplicity: 3.

***

Entry 4:
Entry from the OMol25 dataset: one molecule with the formula C4H10N2OS2 at a distorted geometry (ωB97M-V/def2-TZVPD).

Positions of all 19 atoms, in Å:
C1 2.0730 0.7143 0.8431
C2 1.5749 1.0176 -0.5690
C3 -0.1203 -0.2138 1.5264
C4 -3.1291 0.9013 -1.1348
N1 1.3054 -0.3466 1.5234
N2 -0.7084 0.2970 0.2602
O1 -3.0990 -0.8885 0.6949
S1 -0.0409 1.7362 -0.4743
S2 -2.6820 0.4957 0.6225
H1 3.1027 0.4081 0.7006
H2 1.8973 1.6825 1.4748
H3 2.2176 1.6709 -1.1532
H4 1.5226 0.0680 -1.1898
H5 -0.5233 -1.3404 1.7836
H6 -0.4306 0.2662 2.4676
H7 -3.9528 1.5935 -1.1867
H8 -3.5454 -0.0563 -1.5372
H9 -2.2392 1.3112 -1.5316
H10 1.6308 -1.1931 1.1970

Its energy relative to the best compared isomer or geometry (same formula, charge and spin) is 19.9 kcal/mol. The total energy is -1139.42026 hartree. The value obtained for the HOMO-LUMO gap is 8.74 eV. The HOMO energy is -8.073 eV. For the lowest unoccupied orbital energy, the calculation gives 0.67 eV. The charge is 0.

***

Entry 5:
Entry from the OMol25 dataset: one molecule with the formula C4H10N2S at a distorted geometry (ωB97M-V/def2-TZVPD).

Positions of all 17 atoms, in Å:
C1 0.8303 -0.5341 0.5775
C2 -0.0873 0.6163 -0.0231
C3 -1.4347 0.7840 0.7994
C4 -0.4787 0.1432 -1.4231
N1 2.0060 -0.8749 -0.0205
N2 3.1383 -0.1893 0.0831
S1 0.8014 2.1336 -0.0171
H1 1.0677 -0.2624 1.6335
H2 0.1332 -1.4882 0.5738
H3 -1.1923 1.3875 1.6637
H4 -1.6646 -0.2378 1.1449
H5 -2.1185 1.0297 0.0181
H6 -1.3518 0.6758 -1.6232
H7 -0.6968 -0.9067 -1.4253
H8 0.2360 0.5057 -2.1604
H9 2.0027 -1.3873 -0.8305
H10 3.1641 0.5985 0.6036

Its energy relative to the best compared isomer or geometry (same formula, charge and spin) is 101.2 kcal/mol. The total energy is -665.94170 hartree. The value obtained for the HOMO-LUMO gap (spin up / spin down) is 5.67 / 5.67 eV. The HOMO energy (spin up / spin down) is -7.582 / -7.583 eV. For the lowest unoccupied orbital energy (spin up / spin down), the calculation gives -1.91 / -1.91 eV. The charge is 0.

***

Entry 6:
Entry from the OMol25 dataset: C4H10N2S as an isolated structure at a distorted geometry (ωB97M-V/def2-TZVPD).

Positions of all 17 atoms, in Å:
C1 -3.0241 -0.0127 0.4312
C2 -2.2215 -0.1036 -0.5965
C3 2.3124 0.3181 -0.1489
C4 0.8818 0.6803 -0.3632
N1 -0.2157 -0.9251 1.6618
N2 0.7511 -2.1629 -0.4255
S1 -0.0438 -0.9340 0.1096
H1 -4.0811 0.1981 0.4175
H2 -2.6467 -0.5133 1.2449
H3 -2.0108 0.2961 -1.5407
H4 2.3845 -0.2039 0.7502
H5 2.6385 -0.2081 -1.0230
H6 2.9105 1.1312 -0.1802
H7 0.6887 0.8903 -1.3751
H8 0.3342 1.4569 0.3394
H9 0.1105 -1.9303 2.0534
H10 0.4526 -2.3869 -1.3631

Its energy relative to the best compared isomer or geometry (same formula, charge and spin) is 146.2 kcal/mol. The total energy is -665.86993 hartree. The value obtained for the HOMO-LUMO gap (spin up / spin down) is 8.22 / 8.22 eV. The HOMO energy (spin up / spin down) is -8.259 / -8.260 eV. For the lowest unoccupied orbital energy (spin up / spin down), the calculation gives -0.04 / -0.04 eV. The charge is 0.

***

Entry 7:
Entry from the OMol25 dataset: one molecule with the formula C4H10N2Si at a distorted geometry (ωB97M-V/def2-TZVPD).

Positions of all 17 atoms, in Å:
C1 0.1597 -0.0553 1.9930
Si1 -0.0611 -0.0088 0.0311
C2 0.6234 -1.6696 -0.6767
C3 -1.8822 0.1858 -0.4892
C4 1.0082 1.4153 -0.5898
N1 1.9164 1.1967 -1.7859
N2 0.9149 1.8533 -1.9535
H1 -0.5695 -0.7209 2.2922
H2 1.1852 -0.2562 2.4831
H3 -0.0142 1.0175 2.4009
H4 1.5910 -1.3292 -1.0626
H5 0.7726 -2.2609 0.2135
H6 -0.1249 -2.0471 -1.2592
H7 -2.3152 -0.7045 -0.7455
H8 -2.6697 0.4619 0.2236
H9 -1.9377 0.7762 -1.3973
H10 1.4031 2.1460 0.3223

Its energy relative to the best compared isomer or geometry (same formula, charge and spin) is 61.9 kcal/mol. The total energy is -557.31304 hartree. The value obtained for the HOMO-LUMO gap is 10.58 eV. The HOMO energy is -9.901 eV. The structure (SMILES) is C[Si](C)(C)C1N=N1. For the lowest unoccupied orbital energy, the calculation gives 0.68 eV. The charge is 0.

***

Entry 8:
Entry from the OMol25 dataset: a 2-piece molecular cluster, C4H10N3 overall at a distorted geometry (ωB97M-V/def2-TZVPD).

Positions of all 17 atoms, in Å:
C1 1.4347 -0.0607 -1.9238
C2 -1.8378 -0.8988 1.5667
C3 1.1089 0.1490 -0.4566
C4 -0.6692 0.0064 1.1496
N1 -2.1657 1.1910 -2.4012
N2 -1.4584 0.8402 -1.6357
N3 -0.0655 -0.3069 -0.0714
H1 1.1755 0.6670 -2.8069
H2 2.5557 0.1107 -2.0183
H3 1.3250 -1.1212 -2.2482
H4 -2.5333 -0.3112 2.0197
H5 -2.3397 -1.4400 0.7221
H6 -1.4879 -1.6429 2.3635
H7 1.8845 -0.4021 0.1285
H8 1.3455 1.3532 0.0031
H9 -1.2233 1.0406 1.0452
H10 0.0423 0.2001 1.8978

Its energy relative to the best compared isomer or geometry (same formula, charge and spin) is 117.7 kcal/mol. The total energy is -322.27304 hartree. The value obtained for the HOMO-LUMO gap (spin up / spin down) is 8.19 / 8.18 eV. The HOMO energy (spin up / spin down) is -15.995 / -16.011 eV. For the lowest unoccupied orbital energy (spin up / spin down), the calculation gives -7.81 / -7.83 eV. The charge is +1.

***

Entry 9:
Entry from the OMol25 dataset: a 2-piece molecular cluster, C4H10N3 overall at a distorted geometry (ωB97M-V/def2-TZVPD).

Positions of all 17 atoms, in Å:
C1 2.5835 0.2305 -0.1567
C2 0.6699 -0.5404 -0.0955
C3 -2.1880 0.4461 -0.6115
C4 -1.5095 0.2264 0.7938
N1 2.5865 1.3927 0.1524
N2 -0.1152 0.2866 0.5136
N3 0.5454 -1.7539 -0.4468
H1 3.1992 -0.6252 -0.2956
H2 -3.2373 0.7762 -0.4041
H3 -1.4641 1.2392 -0.9469
H4 -2.0106 -0.3121 -1.2926
H5 -1.7974 0.9737 1.4828
H6 -1.7593 -0.7440 1.1304
H7 3.2444 1.9737 0.6997
H8 0.4399 1.1290 0.6454
H9 1.0633 -2.3226 -1.0721
H10 -0.2507 -2.3759 -0.0963

Its energy relative to the best compared isomer or geometry (same formula, charge and spin) is 79.9 kcal/mol. The total energy is -322.33323 hartree. The value obtained for the HOMO-LUMO gap is 10.27 eV. The HOMO energy is -13.900 eV. For the lowest unoccupied orbital energy, the calculation gives -3.63 eV. The charge is +1.

***

Entry 10:
Entry from the OMol25 dataset: a 2-piece molecular cluster, C4H10N3 overall at a distorted geometry (ωB97M-V/def2-TZVPD).

Positions of all 17 atoms, in Å:
C1 -1.0538 -1.0529 -1.0584
C2 0.1208 -0.1380 -0.9473
C3 -0.5470 0.1803 1.3693
C4 2.5421 1.1583 0.2534
N1 -2.0290 -0.7369 -0.0088
N2 -1.8112 -0.1526 1.0686
N3 0.4616 -0.1744 0.4315
H1 -1.5572 -0.8804 -1.9314
H2 -0.7569 -2.1316 -0.9624
H3 0.9150 -0.4453 -1.6188
H4 -0.0737 0.9592 -1.1815
H5 -0.5466 1.1621 1.9955
H6 -0.2060 -0.4098 2.1567
H7 1.9460 1.9960 -0.1072
H8 2.7268 1.2558 1.2369
H9 2.8771 0.3421 -0.4857
H10 -3.0079 -0.9318 -0.2104

Its energy relative to the best compared isomer or geometry (same formula, charge and spin) is 169.4 kcal/mol. The total energy is -322.19063 hartree. The value obtained for the HOMO-LUMO gap (spin up / spin down) is 7.96 / 6.81 eV. The HOMO energy (spin up / spin down) is -13.293 / -12.330 eV. For the lowest unoccupied orbital energy (spin up / spin down), the calculation gives -5.34 / -5.52 eV. The charge is +1.